# 1
This record from the OMol25 dataset describes a 6-piece molecular cluster, C31H76BrNO15P overall. The level of theory is the ωB97M-V functional and the def2-TZVPD basis.

Each line ends with the Mulliken charge.
Positions of all 125 atoms, in Å:
N  -5.04  1.38  3.65  -0.51
C  -4.33  0.23  3.20  -0.52
P  -3.19  -0.55  4.40  0.34
Br  -1.77  0.82  5.14  0.05
H  -4.51  2.24  3.62  0.26
H  -5.54  1.30  4.52  0.26
H  -5.01  -0.58  2.90  0.39
H  -3.70  0.47  2.33  0.39
H  -2.47  -1.60  3.82  0.13
H  -3.87  -1.09  5.48  0.20
C  3.16  0.62  -1.64  -0.72
O  3.08  -0.22  -0.51  -0.30
C  4.06  0.03  0.47  -0.77
C  3.51  -0.18  1.86  -0.05
O  2.58  0.81  2.29  -0.42
C  1.28  0.77  1.76  -0.59
C  0.38  -0.26  2.42  0.52
O  0.68  -1.59  2.05  -0.45
C  0.56  -2.49  3.12  -0.04
H  4.00  0.33  -2.29  0.37
H  2.23  0.51  -2.20  0.14
H  3.28  1.66  -1.35  0.35
H  4.44  1.06  0.38  0.36
H  4.91  -0.65  0.34  0.38
H  4.35  -0.08  2.56  0.35
H  3.10  -1.18  1.96  0.10
H  1.27  0.66  0.68  0.17
H  0.85  1.75  2.00  0.38
H  -0.66  -0.03  2.12  0.14
H  0.46  -0.15  3.51  -0.16
H  1.11  -2.14  4.00  -0.08
H  0.98  -3.44  2.80  0.34
H  -0.49  -2.66  3.40  -0.01
C  4.61  -6.24  7.64  -0.67
O  4.40  -4.87  7.91  -0.26
C  5.55  -4.19  8.38  -0.56
C  5.61  -2.77  7.86  -0.33
O  5.92  -2.66  6.48  -0.42
C  4.92  -2.95  5.53  -0.58
C  3.89  -1.86  5.35  0.06
O  3.00  -1.79  6.45  -0.25
C  2.58  -0.48  6.76  -0.63
H  4.70  -6.83  8.55  0.33
H  3.74  -6.59  7.08  0.13
H  5.51  -6.39  7.03  0.34
H  6.46  -4.72  8.08  0.35
H  5.53  -4.15  9.48  0.38
H  6.44  -2.29  8.37  0.38
H  4.69  -2.23  8.11  0.14
H  4.43  -3.91  5.73  0.19
H  5.45  -3.04  4.58  0.36
H  3.32  -2.09  4.44  0.03
H  4.39  -0.90  5.20  0.38
H  3.41  0.23  6.75  0.40
H  2.15  -0.50  7.76  0.25
H  1.80  -0.14  6.05  0.02
C  -3.75  -8.48  1.87  -0.77
O  -3.52  -7.88  3.13  -0.28
C  -3.58  -8.77  4.22  -0.57
C  -2.56  -8.43  5.29  -0.27
O  -1.22  -8.73  4.94  -0.41
C  -0.54  -7.88  4.04  -0.44
C  -0.06  -6.58  4.63  -0.43
O  -1.14  -5.68  4.85  -0.25
C  -1.01  -4.89  6.00  -0.64
H  -4.80  -8.74  1.73  0.33
H  -3.45  -7.77  1.11  0.23
H  -3.15  -9.39  1.76  0.34
H  -3.42  -9.80  3.89  0.35
H  -4.58  -8.72  4.68  0.37
H  -2.78  -9.08  6.14  0.38
H  -2.68  -7.39  5.61  0.10
H  -1.11  -7.70  3.13  0.18
H  0.36  -8.44  3.76  0.39
H  0.65  -6.13  3.93  0.31
H  0.46  -6.78  5.57  0.32
H  -0.72  -5.47  6.88  0.38
H  -1.99  -4.45  6.20  0.21
H  -0.28  -4.08  5.86  0.14
C  -3.10  1.49  -5.63  -0.90
O  -2.18  2.45  -5.18  -0.13
C  -1.79  2.32  -3.83  -0.67
C  -0.34  2.67  -3.61  -0.30
O  0.59  1.72  -4.09  -0.38
C  0.77  1.57  -5.50  -0.35
C  1.48  2.72  -6.17  -0.60
O  0.65  3.86  -6.24  -0.16
C  1.32  5.10  -6.15  -0.77
H  -4.10  1.67  -5.23  0.32
H  -3.13  1.55  -6.71  0.23
H  -2.79  0.47  -5.34  0.42
H  -1.97  1.29  -3.47  0.38
H  -2.39  3.00  -3.21  0.36
H  -0.17  2.69  -2.53  0.40
H  -0.13  3.67  -4.00  0.10
H  -0.18  1.37  -6.00  0.07
H  1.41  0.69  -5.60  0.42
H  1.76  2.40  -7.18  0.37
H  2.41  2.95  -5.62  0.35
H  2.06  5.11  -5.35  0.40
H  0.56  5.85  -5.93  0.15
H  1.81  5.36  -7.09  0.35
C  -2.80  5.04  -7.84  -0.74
O  -3.02  6.43  -7.84  -0.36
C  -1.97  7.17  -7.23  -0.10
C  -1.70  8.47  -7.94  -0.51
O  -1.07  8.33  -9.20  -0.42
C  -1.85  7.93  -10.32  -0.32
C  -2.72  9.02  -10.90  -0.56
O  -3.82  9.32  -10.07  -0.30
C  -4.18  10.68  -10.05  -0.76
H  -2.93  4.60  -6.84  0.31
H  -3.54  4.60  -8.52  0.33
H  -1.80  4.79  -8.19  0.30
H  -1.05  6.57  -7.22  -0.11
H  -2.25  7.40  -6.19  0.44
H  -0.98  9.02  -7.33  0.41
H  -2.61  9.07  -8.01  0.19
H  -2.45  7.05  -10.09  0.16
H  -1.12  7.67  -11.08  0.37
H  -3.08  8.68  -11.88  0.38
H  -2.10  9.92  -11.06  0.35
H  -3.31  11.33  -9.89  0.34
H  -4.87  10.83  -9.22  0.23
H  -4.68  10.99  -10.98  0.33

Largest force on an atom ... 0.00867 Eh/bohr
LUMO ... -4.1 eV
Total charge ... +1

***

# 2
This record from the OMol25 dataset describes a 7-piece molecular cluster, C31H81N7O12 overall in a non-equilibrium geometry. The level of theory is the ωB97M-V functional and the def2-TZVPD basis.

Each line ends with the Mulliken charge.
Positions of all 131 atoms, in Å:
C  -2.97  -2.66  -5.60  -0.96
O  -1.90  -2.61  -4.68  -0.13
C  -0.90  -3.58  -4.93  -1.18
C  0.25  -3.36  -3.97  0.31
N  -0.13  -3.73  -2.61  -0.45
C  0.91  -3.30  -1.67  1.20
C  2.15  -4.17  -1.72  -1.28
O  3.16  -3.45  -1.04  -0.26
C  4.41  -4.12  -1.05  -1.06
H  -3.58  -3.57  -5.55  0.26
H  -2.61  -2.57  -6.63  0.35
H  -3.54  -1.74  -5.44  0.26
H  -0.59  -3.66  -5.98  0.51
H  -1.29  -4.59  -4.74  0.42
H  0.53  -2.29  -4.01  -0.34
H  1.09  -3.95  -4.33  0.49
H  -0.93  -3.16  -2.34  0.39
H  0.45  -3.41  -0.68  0.11
H  1.14  -2.23  -1.78  -0.89
H  2.45  -4.32  -2.77  0.23
H  1.99  -5.17  -1.31  0.23
H  5.15  -3.42  -0.68  0.41
H  4.63  -4.41  -2.09  0.43
H  4.33  -5.06  -0.49  0.26
C  -0.11  -5.23  3.08  -0.59
O  -0.31  -4.02  3.78  -0.42
C  -0.98  -3.04  3.02  -0.14
C  -1.13  -1.79  3.84  -0.38
N  -1.78  -0.79  2.95  -0.31
C  -1.97  0.49  3.63  -0.17
C  -2.57  1.52  2.70  -0.37
O  -3.85  1.13  2.29  -0.40
C  -4.46  2.07  1.44  -0.67
H  0.71  -5.11  2.37  0.17
H  -1.01  -5.54  2.54  0.31
H  0.14  -5.99  3.82  0.25
H  -1.92  -3.46  2.64  0.37
H  -0.35  -2.81  2.14  0.05
H  -0.15  -1.43  4.16  -0.21
H  -1.76  -1.94  4.72  0.47
H  -2.73  -1.16  2.87  0.24
H  -1.00  0.91  3.95  -0.31
H  -2.54  0.45  4.57  0.65
H  -1.89  1.77  1.88  -0.07
H  -2.66  2.46  3.27  0.53
H  -4.79  2.96  1.98  0.33
H  -5.37  1.65  1.00  0.26
H  -3.78  2.32  0.61  0.23
C  1.83  0.64  2.94  -0.08
O  1.84  1.29  4.19  -0.36
C  2.55  0.58  5.19  -0.62
C  2.34  1.35  6.48  -0.56
N  0.91  1.38  6.77  -0.25
C  0.54  2.39  7.78  -0.49
C  1.52  2.50  8.93  -0.51
O  0.99  3.37  9.89  -0.37
C  1.74  3.40  11.09  -0.73
H  1.05  -0.13  2.90  -0.23
H  2.78  0.13  2.73  0.59
H  1.61  1.36  2.16  -0.25
H  3.59  0.51  4.85  0.41
H  2.22  -0.46  5.30  0.28
H  2.76  2.35  6.27  0.28
H  2.90  0.88  7.29  0.42
H  0.52  1.71  5.89  0.16
H  -0.44  2.12  8.18  0.29
H  0.48  3.39  7.33  0.28
H  2.49  2.88  8.58  0.38
H  1.68  1.51  9.40  0.35
H  2.79  3.17  10.87  0.33
H  1.38  2.62  11.77  0.26
H  1.62  4.36  11.58  0.26
C  -0.05  0.15  -3.31  -0.16
O  0.12  1.53  -3.22  -0.47
C  -1.01  2.19  -2.67  -0.33
C  -2.29  2.00  -3.43  -0.66
N  -2.16  2.55  -4.79  -0.28
C  -3.34  2.29  -5.60  -0.43
C  -3.58  3.39  -6.62  -0.79
O  -2.52  3.26  -7.55  -0.30
C  -2.44  4.17  -8.61  -0.79
H  0.87  -0.37  -3.58  -0.04
H  -0.80  -0.21  -4.03  0.37
H  -0.29  -0.33  -2.35  -0.07
H  -0.71  3.23  -2.81  0.39
H  -1.16  1.95  -1.61  0.02
H  -3.10  2.56  -2.95  0.62
H  -2.71  0.97  -3.46  0.21
H  -1.39  2.08  -5.25  0.29
H  -4.25  2.25  -4.98  0.53
H  -3.28  1.39  -6.23  0.12
H  -3.56  4.39  -6.18  0.37
H  -4.52  3.25  -7.16  0.44
H  -2.10  3.63  -9.50  0.25
H  -1.75  5.00  -8.46  0.26
H  -3.43  4.54  -8.91  0.32
C  4.19  -2.88  -2.98  0.14
O  4.83  -1.91  -2.20  -0.39
C  4.07  -0.71  -2.11  -0.44
C  3.16  -0.72  -0.90  0.65
N  2.33  0.44  -0.79  0.97
C  2.92  1.66  -0.31  -0.91
C  1.92  2.79  -0.38  0.49
O  2.61  3.98  -0.05  -0.45
C  1.91  5.15  -0.35  -0.75
H  3.82  -2.51  -3.95  0.43
H  3.38  -3.36  -2.41  -0.43
H  4.90  -3.66  -3.27  0.34
H  3.50  -0.51  -3.02  0.20
H  4.81  0.10  -2.01  0.35
H  3.75  -0.96  0.00  0.23
H  2.52  -1.61  -1.01  -0.69
H  1.50  0.24  -0.24  -0.68
H  3.81  1.90  -0.89  0.44
H  3.31  1.59  0.72  0.25
H  1.11  2.62  0.34  -0.29
H  1.45  2.91  -1.36  0.26
H  2.56  6.00  -0.13  0.30
H  0.99  5.23  0.24  0.27
H  1.63  5.20  -1.41  0.29
N  -3.73  -1.70  -2.54  -0.20
C  -3.16  -1.38  -1.35  0.48
N  -3.96  -0.72  -0.45  -0.35
O  -2.00  -1.70  -1.04  -0.48
H  -3.13  -2.04  -3.29  0.10
H  -4.66  -1.43  -2.80  0.24
H  -4.93  -0.54  -0.64  0.14
H  -3.59  -0.52  0.47  0.07
O  -0.36  -0.11  0.51  1.24
H  -0.89  -0.18  1.34  -0.35
H  -0.79  -0.75  -0.08  -0.30

SMILES ... COCCNCCOC.COCCNCCOC.COCCNCCOC.COCCNCCOC.COCCNCCOC.NC(N)=O.O
Largest force on an atom ... 0.09329 Eh/bohr
LUMO ... 0.2 eV

***

# 3
This record from the OMol25 dataset describes a 7-piece molecular cluster, C31H82N6O9 overall in a non-equilibrium geometry. The level of theory is the ωB97M-V functional and the def2-TZVPD basis.

Each line ends with the Mulliken charge.
Positions of all 128 atoms, in Å:
C  6.88  -3.13  1.66  -0.72
O  7.91  -4.01  1.20  -0.32
C  9.16  -3.29  1.13  -0.71
C  10.17  -4.11  0.43  0.53
C  10.69  -5.31  1.19  -1.31
N  11.29  -3.29  0.03  -0.76
H  7.12  -2.78  2.66  0.30
H  5.92  -3.64  1.61  0.26
H  6.81  -2.25  1.01  0.30
H  9.07  -2.29  0.71  0.35
H  9.50  -3.13  2.16  0.34
H  9.70  -4.43  -0.50  0.26
H  11.50  -5.74  0.61  0.35
H  9.83  -5.96  1.32  0.32
H  11.11  -4.97  2.13  0.32
H  11.68  -3.70  -0.81  0.27
H  10.97  -2.37  -0.25  0.23
C  -1.35  -5.83  3.71  -0.79
O  -0.31  -5.61  4.71  -0.30
C  0.56  -6.75  4.78  -0.68
C  1.32  -6.61  6.14  0.25
C  2.43  -5.47  6.09  -1.33
N  1.94  -7.87  6.57  -0.75
H  -0.99  -5.84  2.68  0.30
H  -2.18  -5.14  3.84  0.29
H  -1.87  -6.77  3.87  0.32
H  -0.01  -7.68  4.85  0.40
H  1.26  -6.83  3.95  0.29
H  0.62  -6.33  6.92  0.31
H  3.32  -5.70  5.51  0.35
H  2.64  -5.17  7.11  0.39
H  1.93  -4.58  5.71  0.33
H  2.74  -7.91  5.95  0.29
H  2.43  -7.58  7.41  0.31
C  3.24  2.89  6.62  -0.78
O  3.78  4.02  5.88  -0.33
C  3.04  5.19  6.20  -0.52
C  3.73  6.41  5.44  0.39
C  4.79  7.05  6.26  -1.41
N  2.77  7.46  5.11  -0.75
H  3.72  2.00  6.21  0.27
H  2.18  2.64  6.63  0.32
H  3.56  2.97  7.66  0.32
H  2.02  5.10  5.84  0.32
H  3.02  5.42  7.27  0.29
H  4.19  6.07  4.51  0.30
H  4.45  7.45  7.21  0.37
H  5.27  7.81  5.64  0.34
H  5.65  6.40  6.44  0.35
H  2.42  7.73  6.02  0.25
H  1.91  7.23  4.64  0.26
C  -7.37  -1.80  -10.31  -0.71
O  -6.23  -1.98  -9.50  -0.31
C  -6.24  -1.06  -8.46  -0.56
C  -4.81  -0.83  -7.83  0.27
C  -4.25  -2.17  -7.27  -1.33
N  -4.86  0.12  -6.75  -0.70
H  -7.32  -2.55  -11.11  0.26
H  -7.37  -0.82  -10.79  0.29
H  -8.26  -1.96  -9.70  0.29
H  -6.48  -0.06  -8.82  0.32
H  -6.85  -1.49  -7.66  0.29
H  -4.09  -0.55  -8.60  0.33
H  -3.96  -2.81  -8.10  0.32
H  -5.01  -2.56  -6.59  0.31
H  -3.29  -2.03  -6.77  0.38
H  -5.47  0.85  -7.07  0.28
H  -5.43  -0.23  -5.99  0.25
C  1.52  7.72  -5.44  -0.55
O  1.19  7.87  -4.05  -0.35
C  2.20  8.09  -3.09  -0.78
C  3.03  6.90  -2.77  -0.44
N  2.32  5.74  -2.32  -0.27
C  3.15  4.51  -2.37  -0.85
C  3.30  3.98  -3.81  -0.48
O  2.04  3.84  -4.47  -0.31
C  2.11  3.21  -5.71  -0.77
H  2.09  6.82  -5.68  0.14
H  2.10  8.61  -5.67  0.32
H  0.62  7.80  -6.05  0.24
H  1.72  8.46  -2.18  0.32
H  2.80  8.97  -3.36  0.41
H  3.74  7.25  -2.02  0.34
H  3.53  6.71  -3.72  0.32
H  2.15  5.91  -1.33  0.27
H  2.63  3.68  -1.90  0.40
H  4.09  4.62  -1.84  0.35
H  3.63  2.95  -3.68  0.46
H  4.00  4.57  -4.41  0.35
H  1.13  3.22  -6.19  0.26
H  2.52  2.20  -5.66  0.30
H  2.73  3.84  -6.35  0.32
C  -6.75  -0.31  3.99  -0.63
O  -7.56  0.61  3.14  -0.41
C  -7.11  0.65  1.79  -0.64
C  -7.60  -0.61  1.02  -0.24
N  -7.34  -0.42  -0.41  -0.30
C  -8.13  -1.37  -1.18  -0.75
C  -7.65  -2.82  -1.06  -0.60
O  -7.96  -3.51  0.07  -0.34
C  -9.32  -3.62  0.18  -0.75
H  -5.69  -0.21  3.76  0.30
H  -7.17  -1.31  3.94  0.23
H  -6.93  0.13  4.97  0.24
H  -6.03  0.77  1.73  0.33
H  -7.62  1.49  1.32  0.42
H  -8.66  -0.77  1.21  0.10
H  -7.05  -1.46  1.43  0.27
H  -7.32  0.55  -0.68  0.28
H  -8.14  -1.02  -2.21  0.52
H  -9.19  -1.35  -0.94  0.32
H  -6.57  -2.81  -1.12  0.35
H  -7.83  -3.33  -2.01  0.43
H  -9.75  -4.12  -0.68  0.35
H  -9.86  -2.68  0.35  0.26
H  -9.47  -4.32  1.00  0.25
C  -0.37  -1.14  -0.53  -1.24
C  -1.26  -0.48  0.51  0.61
C  -0.48  0.08  1.77  -1.27
O  -1.98  0.51  -0.16  -0.55
H  -0.91  -1.70  -1.29  0.31
H  0.24  -1.90  -0.05  0.34
H  0.36  -0.46  -0.98  0.30
H  -1.95  -1.26  0.84  0.21
H  0.23  0.91  1.67  0.34
H  0.19  -0.71  2.11  0.31
H  -1.13  0.48  2.56  0.31
H  -2.85  0.18  -0.38  0.32

SMILES ... COC[C@H](C)N.COC[C@H](C)N.COC[C@H](C)N.COC[C@H](C)N.COCCNCCOC.COCCNCCOC.CC(C)O
Largest force on an atom ... 0.06880 Eh/bohr
LUMO ... 0.3 eV